Computed, not measured: a cluster of 2 separate species, C25H43F7I2N6O8P in total in a non-equilibrium geometry, with ωB97M-V/def2-TZVPD.

Properties
Lowest unoccupied orbital energy = -0.14101 hartree
Energy relative to the best compared isomer or geometry (same formula, charge and spin) = 0.0 kJ/mol
Total charge = +1
Orbital gap = 7.4 eV
Max |F| = 0.0648 Eh/bohr

Element x y z (Å)
C: 5.93 -1.52 0.26
C: 4.89 -0.43 0.58
C: 3.53 -1.03 1.00
O: 2.45 -0.11 0.81
C: 2.56 1.00 1.67
C: 1.24 1.80 1.73
P: 1.89 3.62 2.06
O: 0.64 4.39 2.87
I: 3.86 3.56 3.53
O: 0.76 1.93 0.42
C: -0.40 1.21 0.04
O: 0.06 0.41 -0.94
C: -0.73 -0.18 -1.97
C: -2.23 -0.46 -1.79
N: -3.03 -0.22 -3.02
C: -4.44 0.05 -2.67
C: -5.23 -1.18 -2.19
C: -6.77 -0.87 -2.28
O: -4.95 -1.55 -0.83
C: -1.34 2.47 -0.40
F: -2.64 2.24 -0.14
F: -1.04 3.49 0.46
C: -1.16 3.08 -1.81
F: -1.75 4.30 -1.71
F: -1.87 2.50 -2.76
C: 0.29 3.45 -2.29
F: 0.94 4.16 -1.41
F: 0.11 4.27 -3.33
F: 0.98 2.44 -2.75
N: -1.12 0.58 1.13
C: -1.28 -0.87 1.25
C: -0.06 -1.82 1.13
O: 0.43 -2.18 0.16
I: 0.76 -2.67 2.98
C: -0.96 1.17 2.41
N: -1.98 1.40 3.18
C: -3.37 1.08 2.83
C: -4.03 0.41 4.08
C: -4.19 1.27 5.32
N: -4.38 -0.79 4.03
N: 0.30 1.49 2.81
C: 0.75 0.91 4.08
N: 1.14 1.88 5.11
H: 5.57 -2.22 -0.51
H: 6.79 -1.00 -0.19
H: 6.28 -2.06 1.15
H: 4.72 0.22 -0.29
H: 5.29 0.19 1.40
H: 3.54 -1.44 2.03
H: 3.33 -1.88 0.33
H: 3.02 0.78 2.64
H: 3.27 1.69 1.17
H: -0.20 3.93 2.72
H: -0.62 0.40 -2.91
H: -0.25 -1.13 -2.23
H: -2.34 -1.55 -1.59
H: -2.73 0.02 -0.93
H: -3.03 -1.11 -3.51
H: -4.92 0.40 -3.59
H: -4.46 0.87 -1.93
H: -5.04 -2.07 -2.80
H: -6.93 0.22 -2.25
H: -7.21 -1.26 -3.20
H: -7.26 -1.36 -1.43
H: -5.52 -1.06 -0.22
H: -1.65 -1.05 2.27
H: -2.08 -1.33 0.63
H: -1.76 1.85 4.06
H: -3.90 2.03 2.66
H: -3.47 0.46 1.93
H: -3.41 1.07 6.06
H: -4.12 2.34 5.06
H: -5.17 1.06 5.77
H: -4.14 -1.14 3.09
H: -0.12 0.38 4.51
H: 1.54 0.16 4.03
H: 0.89 2.83 4.85
H: 2.11 1.78 5.35
O: 3.83 -3.92 -1.45
C: 3.86 -3.71 -2.64
O: 4.96 -4.03 -3.34
C: 5.04 -4.00 -4.77
C: 5.38 -2.62 -5.28
C: 2.72 -3.01 -3.33
H: 4.12 -4.39 -5.21
H: 5.83 -4.69 -5.03
H: 4.61 -1.89 -5.02
H: 5.50 -2.63 -6.36
H: 6.32 -2.27 -4.83
H: 2.85 -1.93 -3.24
H: 1.79 -3.30 -2.84
H: 2.62 -3.27 -4.38

---

Computed, not measured: a structure of composition C38H45N8O2S3Ti, with ωB97M-V/def2-TZVPD.

Properties
Lowest unoccupied orbital energy (spin up / spin down) = -0.07631 / -0.07631 hartree
Energy relative to the best compared isomer or geometry (same formula, charge and spin) = 68.4 kJ/mol
Total charge = +1
Orbital gap (spin up / spin down) = 6.2 / 6.2 eV
Max |F| = 0.0096 Eh/bohr

Element x y z (Å)
Ti: -0.04 0.03 0.33
C: 2.45 1.41 -1.75
C: 2.26 2.59 -0.80
S: 1.41 2.10 0.73
C: 0.17 3.43 0.87
C: -0.86 3.48 -0.25
S: -1.70 1.88 -0.52
C: -1.54 1.67 -2.33
C: -0.13 1.66 -2.90
S: 0.95 0.44 -2.07
H: 2.87 1.74 -2.70
H: 3.14 0.68 -1.31
H: 3.23 3.00 -0.54
H: 1.69 3.38 -1.29
H: -0.32 3.23 1.83
H: 0.67 4.39 0.95
H: -1.62 4.22 -0.01
H: -0.40 3.78 -1.19
H: -2.04 0.72 -2.53
H: -2.13 2.45 -2.81
H: -0.17 1.42 -3.96
H: 0.33 2.65 -2.81
C: -3.65 -4.41 0.77
N: -3.10 -3.15 0.26
C: -1.84 -2.71 0.29
N: -1.79 -1.45 -0.12
C: -3.10 -1.17 -0.39
N: -3.92 -2.17 -0.17
C: -3.83 -4.35 2.26
C: -5.07 -4.18 2.86
C: -5.15 -4.03 4.24
C: -4.01 -4.01 5.03
C: -2.77 -4.17 4.42
C: -2.69 -4.37 3.05
C: -1.52 -4.06 5.16
N: -1.28 -3.86 6.41
N: 0.10 -3.76 6.54
C: 0.59 -3.90 5.36
O: -0.38 -4.10 4.43
C: 1.96 -3.84 4.86
C: 3.02 -3.47 5.69
C: 4.29 -3.36 5.15
C: 4.50 -3.59 3.79
C: 3.45 -3.96 2.97
C: 3.64 -4.18 1.48
N: 2.64 -3.42 0.72
C: 2.06 -2.27 1.05
N: 1.19 -1.91 0.13
C: 1.29 -2.92 -0.79
N: 2.15 -3.86 -0.46
C: 2.18 -4.11 3.52
H: -2.95 -5.20 0.49
H: -4.58 -4.57 0.24
H: -1.00 -3.30 0.61
H: -3.46 -0.22 -0.74
H: -5.97 -4.16 2.26
H: -6.12 -3.90 4.71
H: -4.07 -3.85 6.09
H: -1.72 -4.51 2.59
H: 2.83 -3.27 6.73
H: 5.11 -3.07 5.78
H: 5.49 -3.47 3.38
H: 3.52 -5.22 1.19
H: 4.63 -3.85 1.17
H: 2.28 -1.73 1.96
H: 0.71 -2.96 -1.70
H: 1.36 -4.40 2.89
C: 2.53 0.04 3.49
C: 1.93 1.17 4.31
C: 2.00 0.76 5.79
C: 0.49 1.59 3.98
C: 0.05 2.71 4.69
C: -1.25 3.15 4.65
C: -2.19 2.42 3.94
C: -1.80 1.31 3.19
C: -2.83 0.44 2.50
C: -4.21 1.07 2.36
C: -2.92 -0.90 3.23
C: -0.43 0.95 3.13
O: -0.07 0.01 2.21
H: 3.54 -0.16 3.84
H: 2.57 0.30 2.43
H: 1.94 -0.87 3.62
H: 2.55 2.06 4.17
H: 1.38 -0.12 5.96
H: 1.66 1.55 6.46
H: 3.03 0.51 6.06
H: 0.77 3.25 5.30
H: -1.55 4.03 5.21
H: -3.23 2.71 3.96
H: -2.46 0.24 1.50
H: -4.70 1.20 3.33
H: -4.85 0.41 1.77
H: -4.17 2.04 1.86
H: -3.27 -0.76 4.25
H: -1.94 -1.39 3.26
H: -3.63 -1.57 2.72

---

Computed, not measured: an isolated molecule of C3H4S2 in a non-equilibrium geometry, with ωB97M-V/def2-TZVPD.

Properties
Lowest unoccupied orbital energy (spin up / spin down) = -0.02109 / -0.01679 hartree
Energy relative to the best compared isomer or geometry (same formula, charge and spin) = 344.7 kJ/mol
Orbital gap (spin up / spin down) = 7.2 / 7.4 eV
Max |F| = 0.0491 Eh/bohr

Element x y z (Å)
C: -1.04 -1.28 0.50
C: 0.48 1.29 -1.05
C: -0.38 0.30 -1.80
S: -1.46 -0.63 -0.94
S: -0.80 1.90 -2.34
H: -1.43 -2.24 0.66
H: -0.17 -0.87 0.89
H: 0.08 1.69 -0.13
H: 1.53 1.32 -1.22

---

Computed, not measured: a structure of composition C2H4INS in a non-equilibrium geometry, with ωB97M-V/def2-TZVPD.

Properties
Lowest unoccupied orbital energy = -0.01803 hartree
Energy relative to the best compared isomer or geometry (same formula, charge and spin) = 72.8 kJ/mol
Orbital gap = 8.2 eV
Max |F| = 0.0398 Eh/bohr

Element x y z (Å)
C: 0.05 -0.27 0.04
C: 1.44 0.38 0.02
N: -0.36 -1.44 0.05
S: -1.57 1.32 -0.15
I: -3.46 -0.11 -0.02
H: 1.40 1.53 0.08
H: 2.02 0.04 -0.92
H: 1.90 -0.10 0.87
H: -1.41 -1.35 0.04

---

Computed, not measured: a cluster of 11 separate species, C40H81N2O22PS7 in total in a non-equilibrium geometry, with ωB97M-V/def2-TZVPD.

Properties
Lowest unoccupied orbital energy = 0.00063 hartree
Orbital gap = 7.6 eV
Max |F| = 0.0900 Eh/bohr

Element x y z (Å)
N: 0.17 -2.59 -4.22
H: 0.80 -3.07 -4.85
H: -0.03 -3.04 -3.33
H: -0.72 -2.57 -4.73
H: 0.43 -1.61 -4.03
N: 0.52 3.76 2.83
H: 0.41 3.25 1.93
H: 0.08 3.19 3.54
H: 0.37 4.76 2.87
H: 1.55 3.67 2.98
C: 1.00 1.62 -1.53
C: 0.68 2.05 -0.21
C: -0.17 1.09 0.70
O: -0.60 1.53 1.78
C: -0.31 -0.23 0.20
C: 0.15 -0.67 -1.05
C: 0.78 0.34 -2.00
O: 1.15 0.05 -3.18
O: 0.03 -1.88 -1.39
O: 1.07 3.10 0.31
H: 1.58 2.28 -2.16
H: -0.71 -0.96 0.89
C: -2.92 -0.13 4.83
C: -3.22 0.19 6.32
C: -2.24 1.28 6.61
S: -0.68 0.91 5.78
O: 0.30 0.29 6.67
O: -0.35 2.06 4.96
C: -1.41 -0.37 4.69
H: -3.09 0.69 4.13
H: -3.46 -1.00 4.48
H: -3.12 -0.72 6.92
H: -4.21 0.56 6.59
H: -1.95 1.65 7.60
H: -2.58 2.21 6.14
H: -1.18 -1.38 5.04
H: -1.12 -0.32 3.64
C: 3.76 -1.79 -0.11
C: 3.29 -2.96 0.78
C: 2.43 -3.95 0.02
S: 3.14 -3.94 -1.63
O: 2.14 -4.21 -2.63
O: 4.36 -4.72 -1.64
C: 3.65 -2.15 -1.60
H: 4.81 -1.65 0.17
H: 3.19 -0.92 0.23
H: 2.73 -2.57 1.63
H: 4.15 -3.47 1.19
H: 1.39 -3.62 -0.01
H: 2.45 -4.98 0.39
H: 2.79 -1.63 -2.02
H: 4.45 -1.97 -2.32
C: 1.76 5.15 -4.67
C: 1.12 5.40 -3.32
C: 1.84 6.59 -2.63
S: 3.51 6.53 -3.34
O: 4.49 6.31 -2.28
O: 3.66 7.68 -4.22
C: 3.29 5.09 -4.47
H: 1.44 5.91 -5.38
H: 1.47 4.20 -5.13
H: 1.21 4.53 -2.67
H: 0.07 5.67 -3.37
H: 1.97 6.39 -1.57
H: 1.48 7.61 -2.73
H: 3.49 4.19 -3.88
H: 3.95 5.20 -5.33
C: -4.83 3.41 2.98
C: -3.53 3.46 2.14
C: -2.87 4.83 2.24
S: -3.03 5.23 4.00
O: -3.09 6.66 4.17
O: -2.06 4.45 4.77
C: -4.64 4.36 4.18
H: -4.88 2.37 3.29
H: -5.72 3.56 2.37
H: -3.71 3.21 1.09
H: -2.82 2.72 2.52
H: -3.47 5.54 1.66
H: -1.85 4.79 1.86
H: -5.35 5.19 4.12
H: -4.71 3.83 5.13
C: 4.28 2.77 -1.13
C: 4.47 1.32 -1.56
C: 5.48 1.16 -2.71
S: 6.36 2.76 -2.74
O: 5.83 3.60 -3.81
O: 7.80 2.62 -2.59
C: 5.69 3.36 -1.21
H: 3.88 2.92 -0.13
H: 3.66 3.37 -1.79
H: 3.50 0.93 -1.87
H: 4.73 0.81 -0.63
H: 5.03 0.92 -3.67
H: 6.25 0.42 -2.49
H: 5.85 4.43 -1.14
H: 6.27 2.78 -0.48
C: 2.79 -0.59 4.64
C: 2.09 -0.34 3.30
C: 3.03 0.56 2.49
S: 3.77 1.77 3.66
O: 2.97 2.98 3.56
O: 5.18 1.81 3.43
C: 3.43 0.68 5.13
H: 3.56 -1.35 4.50
H: 2.12 -0.92 5.44
H: 1.17 0.26 3.42
H: 1.70 -1.26 2.87
H: 2.68 1.07 1.59
H: 3.91 -0.03 2.23
H: 2.75 1.23 5.78
H: 4.41 0.64 5.60
C: -0.85 -3.63 0.79
C: -0.94 -4.87 1.72
C: -2.43 -5.17 1.81
S: -3.21 -3.51 1.95
O: -3.60 -3.24 3.32
O: -4.24 -3.42 0.95
C: -1.75 -2.55 1.39
H: -1.14 -3.89 -0.23
H: 0.18 -3.29 0.74
H: -0.56 -4.53 2.68
H: -0.33 -5.71 1.41
H: -2.84 -5.81 2.59
H: -2.74 -5.53 0.83
H: -1.26 -2.37 2.35
H: -2.03 -1.70 0.78
C: -6.60 -2.06 -4.15
C: -5.66 -2.98 -3.39
O: -4.35 -2.94 -3.99
P: -3.45 -4.25 -4.12
O: -2.09 -3.97 -4.63
O: -4.27 -5.31 -4.97
C: -4.46 -5.01 -6.37
C: -3.37 -5.58 -7.27
O: -3.43 -4.84 -2.61
C: -2.54 -4.08 -1.72
C: -1.31 -4.92 -1.48
H: -6.22 -1.03 -4.14
H: -6.60 -2.32 -5.21
H: -7.59 -2.12 -3.72
H: -5.48 -2.73 -2.35
H: -6.06 -3.99 -3.53
H: -5.42 -5.47 -6.62
H: -4.54 -3.93 -6.50
H: -2.46 -5.06 -6.96
H: -3.24 -6.65 -7.15
H: -3.65 -5.26 -8.27
H: -2.32 -3.07 -2.05
H: -3.13 -4.08 -0.80
H: -0.69 -4.86 -2.39
H: -0.57 -4.41 -0.85
H: -1.33 -5.99 -1.28

---

Computed, not measured: a structure of composition C62H55N4O3PdSe2Te2 in a non-equilibrium geometry, with ωB97M-V/def2-TZVPD.

Properties
Lowest unoccupied orbital energy (spin up / spin down) = 0.00370 / -0.04554 hartree
Energy relative to the best compared isomer or geometry (same formula, charge and spin) = 156.0 kJ/mol
Orbital gap (spin up / spin down) = 7.1 / 5.9 eV
⟨S²⟩ = 3.770
2S+1 = 4
Max |F| = 0.0400 Eh/bohr

Element x y z (Å)
Pd: 1.90 0.47 -1.37
C: 2.20 3.92 5.21
C: 2.24 2.98 4.05
C: 2.23 1.60 4.21
C: 2.23 0.73 3.14
C: 2.35 -0.72 3.37
O: 2.95 -1.48 2.63
C: 1.72 -1.26 4.61
C: 2.32 -2.35 5.22
C: 1.77 -2.92 6.35
C: 0.60 -2.40 6.88
C: -0.02 -1.32 6.27
C: 0.53 -0.75 5.14
C: 2.22 1.22 1.78
O: 2.21 0.39 0.84
C: 2.22 2.66 1.62
C: 2.25 3.47 2.76
C: 2.11 3.31 0.34
N: 2.15 2.71 -0.80
C: 1.85 3.43 -2.02
C: 0.33 3.48 -2.24
Te: -0.54 1.59 -1.31
C: -1.81 2.72 -0.01
C: -1.99 2.46 1.35
C: -2.91 3.19 2.09
C: -3.66 4.18 1.49
C: -3.48 4.45 0.14
C: -2.57 3.72 -0.60
C: 1.86 4.78 0.39
C: 0.58 5.23 0.71
C: 0.31 6.59 0.75
C: 1.31 7.51 0.47
C: 2.59 7.06 0.16
C: 2.86 5.70 0.13
H: 2.25 3.38 6.16
H: 1.28 4.50 5.20
H: 3.04 4.62 5.17
H: 2.27 1.20 5.22
H: 3.23 -2.75 4.78
H: 2.26 -3.76 6.82
H: 0.17 -2.83 7.76
H: -0.94 -0.92 6.67
H: 0.04 0.08 4.65
H: 2.29 4.54 2.62
H: 2.34 2.90 -2.84
H: 2.27 4.45 -1.98
H: 0.11 3.56 -3.31
H: -0.09 4.35 -1.74
H: -1.41 1.68 1.82
H: -3.03 2.98 3.14
H: -4.39 4.74 2.05
H: -4.06 5.24 -0.34
H: -2.45 3.92 -1.66
H: -0.20 4.52 0.94
H: -0.69 6.93 1.00
H: 1.10 8.56 0.48
H: 3.37 7.77 -0.04
H: 3.86 5.36 -0.11
Se: 3.95 -1.24 -2.52
Se: 4.36 0.46 -3.98
C: 2.54 0.93 -4.42
C: 2.25 1.75 -5.51
C: 0.92 1.89 -5.89
C: -0.05 1.17 -5.20
C: 0.33 0.42 -4.11
N: 1.60 0.34 -3.69
C: 4.37 -0.24 -0.93
C: 4.66 -0.87 0.28
C: 5.11 -0.08 1.32
C: 5.25 1.29 1.12
C: 4.94 1.81 -0.12
N: 4.52 1.06 -1.13
H: 3.05 2.23 -6.05
H: 0.66 2.53 -6.72
H: -1.08 1.18 -5.51
H: -0.36 -0.22 -3.56
H: 4.49 -1.93 0.41
H: 5.32 -0.52 2.28
H: 5.58 1.93 1.92
H: 5.03 2.87 -0.34
C: -4.87 -7.44 -4.69
C: -3.99 -6.37 -4.11
C: -3.11 -6.63 -3.07
C: -2.28 -5.64 -2.56
C: -1.29 -6.01 -1.49
C: -2.34 -4.35 -3.08
Te: -0.96 -2.77 -2.37
N: 0.32 -1.12 -1.28
C: -0.04 -0.97 -0.04
O: -0.70 0.05 0.37
C: 0.19 -2.07 0.93
C: 1.07 -3.11 0.63
C: 1.22 -4.14 1.54
C: 0.50 -4.15 2.72
C: -0.37 -3.11 3.01
C: -0.51 -2.06 2.12
C: -2.56 -1.62 -1.56
C: -2.88 -0.42 -2.18
C: -3.81 0.45 -1.65
C: -4.41 0.14 -0.44
C: -4.13 -1.06 0.17
C: -3.22 -1.97 -0.38
C: -3.03 -3.30 0.27
C: -3.22 -4.08 -4.13
C: -3.31 -2.71 -4.74
C: -4.03 -5.09 -4.63
H: -4.82 -8.35 -4.10
H: -4.55 -7.67 -5.71
H: -5.90 -7.11 -4.73
H: -3.05 -7.63 -2.66
H: -1.66 -6.84 -0.89
H: -1.09 -5.16 -0.83
H: -0.35 -6.30 -1.94
H: 1.63 -3.09 -0.29
H: 1.90 -4.96 1.33
H: 0.62 -4.96 3.43
H: -0.93 -3.12 3.94
H: -1.19 -1.24 2.32
H: -2.42 -0.18 -3.14
H: -4.05 1.37 -2.17
H: -5.12 0.83 0.01
H: -4.61 -1.31 1.10
H: -3.51 -3.33 1.24
H: -1.97 -3.52 0.39
H: -3.47 -4.07 -0.36
H: -2.31 -2.28 -4.85
H: -3.90 -2.05 -4.12
H: -3.77 -2.77 -5.73
H: -4.70 -4.87 -5.45